# 1
ORCA calculation (ωB97M-V/def2-TZVPD) on a molecular structure, C43H80BBr3N5O17P2S in a non-equilibrium geometry.

Geometry as XYZ:
```
152
Properties=species:S:1:pos:R:3:forces:R:3
C 4.42193 -1.64171 -1.89060 0.2 -0.4 -0.5
C 3.57156 -2.23447 -0.63853 1.9 0.7 0.0
O 2.62679 -1.23532 -0.17201 -0.9 -2.1 -1.4
C 1.29202 -1.68350 -0.60984 -0.3 1.0 1.1
C 0.34025 -0.39382 -0.50938 -0.9 -0.4 0.4
C -0.85531 -0.35902 -1.57936 0.1 0.5 0.1
C -0.36592 -0.62094 -3.10771 -0.2 0.1 1.0
C -0.92239 -2.04725 -3.69182 1.6 0.8 0.9
C -1.64936 -1.86804 -5.09555 -0.7 0.6 2.3
C -3.01648 -2.66181 -5.34222 -0.3 0.1 -1.1
C -4.06021 -2.65754 -4.13364 -0.4 2.0 0.6
C -4.70654 -1.15422 -4.09656 0.0 -0.6 -0.7
C -5.90935 -0.99363 -3.04473 1.0 1.1 0.3
C -5.94260 -2.06566 -1.85787 -1.3 0.1 -0.7
S -4.64112 -1.73310 -0.53824 -0.9 3.5 5.4
O -4.06906 -0.34660 -0.65556 -0.8 -4.2 -1.2
O -5.33455 -1.86628 0.80630 1.6 -0.8 -4.2
O -3.41448 -2.88497 -0.54637 -2.1 0.7 -0.9
C -2.85070 -4.09645 -6.12400 -1.8 0.5 1.7
B -4.30816 -4.12021 -6.93674 -2.1 -1.4 0.2
O -4.61168 -3.26457 -8.04555 1.3 -1.9 0.7
O -5.36093 -5.04314 -6.52227 1.5 2.3 -0.2
C -2.67617 -5.34545 -5.14689 0.0 -3.7 -0.6
Br -2.12969 -5.24239 -3.21194 -0.4 0.6 -1.8
C -2.82902 -6.71692 -5.55503 0.5 2.7 -0.1
C -3.14946 -7.17212 -7.02926 -1.0 -1.1 0.2
Br -2.59320 -8.25190 -4.28320 -0.3 1.6 -1.6
N -1.84090 -4.00104 -7.22506 2.4 1.7 0.4
C -0.66741 -4.87315 -7.17276 4.2 -3.7 -2.2
C -0.40742 -5.73556 -8.47052 2.7 -0.6 2.7
C 0.84961 -6.65117 -8.51274 -1.2 2.9 3.5
C 1.75740 -6.60439 -7.25631 -1.6 0.5 -1.0
N 1.57105 -5.84021 -6.06921 -3.2 0.2 -3.9
C 0.41479 -5.01285 -6.07539 -0.9 -0.1 -1.2
C -1.25589 -2.64208 -7.38648 -0.4 -1.2 1.8
N -1.34374 -2.10490 -8.60402 1.0 1.0 0.2
P -2.05897 -2.92519 -10.04946 -2.0 -1.5 -1.4
O -2.83855 -1.75909 -11.03851 1.8 -0.4 2.2
Br -0.36346 -3.70872 -11.38954 -0.5 1.2 0.6
N -0.64979 -2.07347 -6.20075 -2.2 0.2 -4.0
P 0.47306 -0.75565 -6.44955 4.7 0.1 1.5
N 1.77845 -0.83909 -5.50288 -1.9 0.3 -1.5
H 4.30747 -2.30473 -2.83065 0.1 1.0 1.5
H 5.54941 -1.60282 -1.66241 -1.8 0.0 -0.2
H 4.08639 -0.58572 -2.18906 0.3 -1.6 0.7
H 3.08435 -3.22628 -0.91925 0.5 1.3 0.5
H 4.31883 -2.41479 0.22310 -1.3 0.1 -1.3
H 1.33702 -2.16196 -1.64832 0.0 0.8 1.2
H 0.95706 -2.48136 0.15815 0.3 1.1 -1.4
H 0.90066 0.59830 -0.55586 -0.4 -1.6 0.0
H -0.16139 -0.44001 0.53194 0.9 0.3 -1.6
H -1.66374 -1.08256 -1.22803 1.0 0.9 -0.8
H -1.33095 0.69393 -1.53478 0.7 -1.7 0.1
H -0.72749 0.27786 -3.71285 0.4 -1.2 0.5
H 0.77408 -0.58271 -3.08622 -1.6 -0.1 -0.4
H 0.02756 -2.70569 -3.75851 -1.7 0.8 -0.2
H -1.54090 -2.47715 -2.84218 0.4 0.5 -1.6
H -1.92931 -0.74109 -5.14984 0.3 -1.8 0.1
H -3.55880 -1.97948 -6.11857 1.0 -1.2 0.9
H -4.94964 -3.36118 -4.22416 1.4 0.5 -0.3
H -3.62015 -2.80996 -3.09478 -0.2 -0.1 -1.7
H -3.84512 -0.40720 -3.94390 -1.4 -1.0 0.1
H -5.15673 -0.93351 -5.14124 0.8 -0.3 1.6
H -5.77186 0.03968 -2.54209 -0.3 -1.7 -0.7
H -6.89590 -0.92165 -3.61970 1.3 -0.6 1.1
H -6.94553 -1.91769 -1.30157 1.9 -0.2 -0.5
H -5.93576 -3.15810 -2.19490 0.3 1.5 0.5
H -3.89714 -3.74614 -0.44560 0.6 0.7 0.1
H -4.90795 -3.81116 -8.81488 -0.1 0.7 0.9
H -5.61661 -4.87435 -5.59110 0.4 -0.6 -0.7
H -4.27770 -7.42992 -7.07853 1.8 0.4 0.2
H -2.61125 -8.15480 -7.30142 -0.6 1.7 0.6
H -2.95011 -6.43169 -7.86354 -0.1 -0.6 1.3
H -1.10356 -5.70878 -9.37375 1.0 0.0 1.6
H 1.14549 -7.29588 -9.40161 -0.6 1.1 1.4
H 2.69666 -7.27224 -7.29240 -1.6 1.3 0.3
H 0.26036 -4.35943 -5.13712 0.4 -1.3 -1.6
H -0.98156 -1.15462 -8.76897 0.1 -0.5 0.5
H -3.37450 -1.14308 -10.48810 0.2 -0.5 -0.5
H 0.98027 -0.88017 -7.80607 -1.3 0.1 0.5
H -0.21094 0.48678 -6.26180 -0.4 -0.8 -0.3
H 2.63032 -0.92808 -6.07461 -0.5 -0.2 0.4
O 0.80792 1.82211 1.98378 0.7 0.2 0.4
C 1.59652 1.40000 2.80026 -0.5 -0.4 -0.4
O 2.73777 2.06746 3.04532 0.0 0.7 -0.1
C 3.65062 1.75724 4.11093 0.2 -0.3 0.0
C 4.61344 0.66366 3.69836 0.0 -0.2 -0.1
C 1.35997 0.08170 3.48307 -0.3 0.0 0.6
H 3.11193 1.51974 5.03197 0.0 -0.1 -0.1
H 4.21220 2.67342 4.31059 -0.2 0.0 -0.2
H 4.09194 -0.26907 3.47329 0.0 0.0 0.1
H 5.33989 0.47063 4.49113 0.0 0.0 -0.1
H 5.15082 0.95151 2.79112 0.0 0.1 0.1
H 1.68876 -0.72578 2.82523 0.0 0.1 0.0
H 0.28965 -0.02179 3.67373 0.1 0.0 -0.2
H 1.85170 -0.00957 4.44902 0.1 -0.1 -0.1
O -1.38152 -1.58433 6.68541 -0.4 0.5 -0.6
C -2.36690 -0.92682 6.42861 0.2 -0.3 0.8
O -2.52499 -0.39828 5.20158 0.3 -0.3 -0.6
C -3.72601 0.23833 4.73987 -0.1 0.2 0.1
C -3.76242 1.69476 5.15366 0.1 0.1 0.2
C -3.37941 -0.61217 7.49350 -0.2 -0.5 -0.1
H -4.61142 -0.31448 5.06447 0.1 0.0 0.1
H -3.70646 0.17493 3.64887 0.2 -0.2 0.1
H -3.76714 1.80557 6.24046 -0.1 0.0 0.0
H -4.65146 2.18721 4.75241 0.1 0.0 0.0
H -2.87493 2.21723 4.78682 -0.1 -0.1 -0.1
H -3.02914 0.24198 8.08168 -0.1 -0.4 -0.4
H -3.47689 -1.48293 8.14528 0.2 0.1 0.0
H -4.37571 -0.40604 7.10863 0.1 0.3 0.0
O 4.94174 7.41159 3.32080 -0.3 -0.2 -0.8
C 4.23416 6.75874 2.58570 -0.1 0.2 0.6
O 4.24912 6.98064 1.26071 0.5 0.2 -0.2
C 3.59066 6.14900 0.29272 -0.3 -0.1 0.0
C 2.13548 6.53947 0.14011 -0.2 0.1 0.1
C 3.26333 5.75709 3.14647 0.2 -0.7 0.0
H 3.72003 5.09057 0.53380 -0.1 0.1 0.1
H 4.10848 6.31415 -0.65538 0.1 0.1 0.3
H 1.58174 6.40460 1.07151 0.0 -0.1 -0.1
H 1.65522 5.94011 -0.63682 0.1 0.0 0.1
H 2.05059 7.59592 -0.12746 0.1 -0.1 -0.1
H 2.35903 6.27677 3.46884 0.1 0.0 0.0
H 3.72648 5.27210 4.00795 -0.1 0.3 0.0
H 3.00106 4.96070 2.45302 -0.2 0.1 0.0
O 10.46329 4.85642 5.35796 -0.6 0.5 -0.3
C 9.95378 5.86874 4.93242 0.5 -0.4 0.0
O 8.67244 5.86242 4.52763 -0.2 -0.4 0.3
C 7.92406 7.03972 4.17858 -0.1 0.2 -0.2
C 8.16889 7.43045 2.73654 0.2 0.1 -0.1
C 10.76709 7.12308 4.76291 0.0 0.5 0.5
H 8.12880 7.85532 4.87740 0.1 -0.1 -0.1
H 6.87119 6.78306 4.30617 0.3 -0.1 0.1
H 9.21722 7.68168 2.55874 0.0 0.1 0.1
H 7.55582 8.29137 2.46178 0.0 -0.1 0.1
H 7.92636 6.59864 2.07000 -0.1 0.1 0.1
H 11.31836 7.06747 3.82238 -0.1 0.0 0.1
H 11.47459 7.19010 5.59154 0.0 -0.2 -0.2
H 10.17861 8.03766 4.78887 0.0 0.0 -0.2
O -3.63601 1.66917 9.11561 -0.3 0.4 1.2
C -3.36970 1.89405 10.27708 0.0 0.4 -0.4
O -4.13975 1.39137 11.25480 -0.2 -0.5 -0.3
C -3.81460 1.44518 12.65285 0.0 0.2 0.2
C -4.24875 2.76197 13.26204 0.0 0.2 -0.1
C -2.23355 2.81034 10.63932 0.6 -0.3 0.1
H -2.75455 1.23402 12.81611 -0.1 0.1 -0.1
H -4.36701 0.63043 13.12703 0.0 0.0 -0.3
H -3.73124 3.60818 12.80517 0.1 -0.1 0.1
H -4.04889 2.77410 14.33595 0.0 0.0 -0.1
H -5.31791 2.92193 13.10135 0.1 -0.1 0.1
H -2.57348 3.84548 10.57126 0.0 -0.1 0.0
H -1.42106 2.65062 9.92785 -0.2 0.1 -0.1
H -1.81559 2.62631 11.62656 -0.1 0.1 0.1
```
Forces are in eV/Å.

- charge = +1

# 2
ORCA calculation (ωB97M-V/def2-TZVPD) on a molecular structure, C7H12ClINO4PS2 in a non-equilibrium geometry.

Geometry as XYZ:
```
29
Properties=species:S:1:pos:R:3:forces:R:3
C -2.73400 1.73406 0.32153 -0.4 -0.5 -0.5
C -1.68420 0.94716 -0.43365 -0.5 -0.3 0.0
C -1.55615 1.29223 -1.89079 0.4 0.3 -0.1
N -1.11357 0.01084 0.20522 0.7 0.8 0.5
C 0.11617 -0.59543 -0.24362 0.0 -0.7 -0.3
C 1.26503 0.06268 0.56931 0.1 0.2 0.2
P 2.37242 1.15001 -0.47758 0.1 -0.4 -0.4
O 1.33159 1.83197 -1.53326 0.3 0.3 0.3
Cl 2.63852 2.66193 0.90564 0.0 0.1 0.0
C 2.27891 -0.81601 1.30012 0.6 0.4 0.1
O 1.83049 -1.32864 2.55877 -0.3 -0.3 -0.3
S 0.35415 -2.03425 2.46442 0.1 -0.3 0.3
O 0.39611 -3.11120 3.41008 0.0 0.2 0.0
O 0.65141 -2.76530 0.98930 0.0 0.2 0.0
C 0.03692 -2.17327 -0.12113 -0.5 0.1 -0.3
S 0.71859 -3.00035 -1.57884 0.3 -0.3 -0.1
I -2.07829 -2.83809 -0.02464 0.1 0.1 0.0
H -2.25808 2.41646 1.02202 0.0 0.0 0.1
H -3.37788 2.28947 -0.36094 0.1 0.2 0.0
H -3.37976 1.03457 0.85293 0.2 0.1 0.3
H -2.42361 0.89464 -2.41979 -0.1 0.0 0.1
H -1.57777 2.37813 -2.00810 -0.1 0.0 -0.1
H -0.65616 0.93037 -2.38137 -0.1 -0.1 0.1
H 0.33125 -0.42920 -1.30202 -0.2 0.1 0.0
H 0.79902 0.71649 1.31099 -0.1 -0.1 0.0
H 0.74507 2.47359 -1.11302 -0.2 0.0 -0.1
H 2.67868 -1.61133 0.67217 -0.2 -0.1 0.0
H 3.13880 -0.19168 1.56134 0.0 0.0 0.1
H 1.15637 -1.92984 -2.25510 0.0 0.1 0.2
```
Forces are in eV/Å.

- charge = 0

# 3
ORCA calculation (ωB97M-V/def2-TZVPD) on 6 unconnected molecules or ions with the total composition C40H90BrN5 in a non-equilibrium geometry.

Geometry as XYZ:
```
136
Properties=species:S:1:pos:R:3:forces:R:3
C -4.87103 0.55252 -0.39502 0.1 0.7 0.0
C -4.92731 -0.89277 -0.89748 -0.4 0.8 0.1
C -3.87455 -1.03894 -1.97832 0.2 0.0 0.0
N -3.48835 -2.45146 -2.34506 0.1 0.3 0.2
C -4.67324 -3.22018 -2.80914 -0.8 -0.1 -0.7
C -2.46851 -2.42052 -3.47406 0.5 -0.3 -0.2
C -1.39588 -3.42194 -3.08320 0.1 -1.1 0.6
C -1.38981 -3.45660 -1.55178 0.5 0.4 0.1
C -2.82872 -3.16323 -1.17375 -0.3 -1.4 -0.2
H -4.90805 1.24047 -1.24528 0.0 0.0 0.0
H -3.96196 0.79043 0.16555 0.2 -0.2 -0.1
H -5.70615 0.83951 0.24432 -0.1 -0.4 0.0
H -5.92311 -0.99821 -1.32928 0.0 -0.5 0.1
H -4.80173 -1.54907 -0.03627 0.0 -0.3 -0.2
H -2.94772 -0.53801 -1.67714 0.0 -0.1 0.0
H -4.24376 -0.59798 -2.90474 0.1 0.1 0.0
H -5.42440 -3.34860 -2.03450 0.3 -0.1 0.3
H -4.36959 -4.17630 -3.23300 0.2 -0.1 0.4
H -5.16436 -2.70195 -3.63589 0.2 0.3 0.1
H -2.97943 -2.73589 -4.37863 0.0 0.3 -0.1
H -2.06617 -1.41761 -3.59636 -0.2 0.1 0.2
H -1.67897 -4.42342 -3.41931 -0.1 0.1 -0.2
H -0.37276 -3.29737 -3.43317 -0.2 0.6 -0.4
H -1.07704 -4.44678 -1.22098 -0.2 0.0 0.2
H -0.66788 -2.75493 -1.12705 -0.3 0.3 -0.1
H -3.31964 -4.13777 -1.13162 -0.2 0.1 0.1
H -3.03428 -2.68162 -0.22381 0.2 0.4 -0.2
C -0.12447 -0.82409 7.52334 -0.9 1.1 1.1
C -0.03933 -0.52677 6.03594 -0.1 -0.9 -0.1
C -0.69261 -1.66349 5.25227 -0.6 -0.1 0.2
N -0.74410 -1.49762 3.75277 -0.6 0.7 -0.5
C 0.53594 -1.01299 3.16945 0.5 -0.7 -0.1
C -1.85838 -0.54266 3.36446 -0.1 0.2 0.7
C -3.14248 -1.36284 3.23755 -0.4 0.0 -0.2
C -2.71077 -2.83650 3.14238 0.5 -0.2 0.3
C -1.19036 -2.78083 3.05390 0.4 0.6 0.1
H -1.12843 -0.90092 7.96059 -0.2 -0.5 -0.7
H 0.16272 0.07711 8.07643 0.8 -0.3 -0.1
H 0.45342 -1.68170 7.85339 0.2 0.0 -0.1
H 1.03048 -0.46131 5.83318 -0.1 0.2 -0.4
H -0.55505 0.39743 5.77344 0.2 0.2 0.2
H -1.74472 -1.72860 5.54268 0.0 0.0 0.1
H -0.27761 -2.64557 5.48138 0.4 0.1 -0.1
H 0.86506 -0.03423 3.50743 -0.4 0.0 0.3
H 0.42792 -0.97676 2.08370 0.0 0.0 0.1
H 1.29393 -1.74373 3.45530 0.1 0.1 -0.1
H -1.55839 -0.06821 2.42999 -0.1 -0.1 -0.1
H -1.95020 0.19668 4.15918 0.2 0.1 -0.2
H -3.68644 -1.01435 2.35725 0.1 -0.2 -0.2
H -3.85830 -1.21456 4.04517 0.3 0.0 0.2
H -3.10490 -3.35131 2.26909 0.0 0.0 0.0
H -2.97687 -3.43910 4.00945 -0.3 0.2 0.0
H -0.88836 -2.60051 2.02115 0.2 -0.4 0.0
H -0.65693 -3.58908 3.54769 0.0 -0.2 -0.4
C 1.04380 5.09935 -3.48905 0.1 -0.3 -0.6
C 1.00571 3.89722 -4.42496 -0.4 -0.4 -0.3
C 1.14060 2.59784 -3.62868 0.0 0.4 -0.7
N 1.15257 1.37157 -4.51050 -0.4 -0.6 0.3
C -0.21782 1.18710 -5.14147 1.3 0.8 -0.2
C 1.47287 0.14566 -3.68642 0.4 0.7 0.8
C 1.96897 -0.95081 -4.64776 -0.6 1.6 0.5
C 2.34663 -0.13595 -5.90803 0.1 -0.1 -0.4
C 2.25848 1.35014 -5.54528 -0.7 -0.5 0.3
H 0.99610 6.00608 -4.08809 0.1 0.1 0.1
H 1.97856 5.08554 -2.92903 -0.2 0.2 0.3
H 0.16070 5.06669 -2.85234 0.2 0.1 0.3
H 1.79985 3.90679 -5.17528 0.1 0.3 0.2
H 0.07927 3.94077 -5.00636 -0.1 -0.2 0.2
H 0.32961 2.42733 -2.92120 0.1 0.1 0.2
H 2.10003 2.65217 -3.11328 0.0 -0.3 0.1
H -0.29771 0.15770 -5.46867 -0.3 0.0 0.1
H -0.22352 1.85602 -5.99913 -0.4 -0.1 -0.1
H -0.94881 1.51404 -4.41064 -0.2 -0.3 0.0
H 0.63742 -0.08505 -3.02113 -0.1 -0.1 -0.2
H 2.25074 0.53371 -3.02251 0.2 -0.4 0.0
H 1.12216 -1.61376 -4.80180 0.4 -0.5 -0.3
H 2.83087 -1.42661 -4.19268 -0.1 -0.4 -0.1
H 1.63968 -0.34825 -6.70850 0.2 -0.1 -0.1
H 3.34534 -0.37550 -6.26574 -0.1 0.0 -0.1
H 1.95928 1.98951 -6.36941 0.3 0.0 -0.1
H 3.16261 1.71233 -5.06043 0.0 0.1 0.0
C 0.41076 7.48363 3.65080 -0.9 -0.4 0.7
C -0.05574 6.23959 2.88319 0.0 0.4 -0.7
C -1.04054 5.38960 3.66658 0.3 0.3 -0.1
N -1.61293 4.23135 2.88852 -0.8 -1.0 -0.6
C -0.58162 3.35656 2.24519 0.1 0.6 0.1
C -2.49055 3.42302 3.82322 -0.2 0.6 0.4
C -3.58433 2.76452 2.99446 0.0 -0.2 0.5
C -3.78600 3.68309 1.78495 0.4 -0.6 -0.6
C -2.61967 4.65829 1.82741 -0.3 1.9 0.8
H 1.00872 7.15735 4.50064 0.1 0.4 0.0
H -0.49087 7.98236 4.02269 0.2 0.0 0.3
H 0.90942 8.25806 3.07737 0.3 -0.4 -0.3
H 0.79451 5.63324 2.56631 0.0 0.1 -0.1
H -0.59546 6.61253 2.00465 0.2 -0.3 -0.2
H -1.89349 6.01739 3.92359 0.0 -0.2 0.3
H -0.61337 4.94671 4.56707 0.1 0.1 0.1
H 0.11681 3.03052 3.01399 -0.1 -0.2 0.0
H -0.04171 3.96853 1.52691 0.0 -0.1 0.0
H -1.06481 2.54283 1.70298 0.0 -0.1 0.2
H -1.88238 2.77845 4.45519 0.1 -0.1 -0.2
H -2.94368 4.15971 4.48852 0.0 0.0 0.0
H -3.30771 1.73376 2.77299 -0.1 0.1 -0.4
H -4.49725 2.73209 3.58732 0.1 -0.2 0.1
H -3.83266 3.13464 0.84463 0.1 -0.1 0.1
H -4.71515 4.24139 1.85690 0.0 0.0 0.1
H -2.13274 4.99419 0.91657 0.1 -0.6 -0.1
H -3.03863 5.57859 2.24657 0.2 0.1 -0.1
C 6.56166 -3.99994 -3.60649 0.3 0.7 0.1
C 5.84227 -4.23463 -2.27188 1.1 -0.4 -0.4
C 5.96604 -2.99423 -1.40951 -0.8 0.6 -0.2
N 4.87481 -2.85618 -0.37801 -1.1 -0.2 0.6
C 4.86100 -4.03184 0.54634 0.3 -0.1 0.4
C 3.49537 -2.70482 -1.01447 0.0 -0.4 -0.2
C 2.56502 -2.17150 0.09301 0.9 -1.2 -0.4
C 3.52537 -1.44124 1.05756 -0.9 1.0 -0.9
C 4.90612 -1.58008 0.43341 0.5 -0.4 0.5
H 7.58478 -3.62711 -3.50606 0.0 -0.2 0.3
H 6.04372 -3.19165 -4.13183 -0.1 -0.3 -0.3
H 6.63156 -4.90291 -4.20536 -0.3 0.0 -0.1
H 6.37148 -5.02699 -1.73782 -0.3 -0.3 -0.1
H 4.84501 -4.57909 -2.54312 -0.2 0.2 0.5
H 5.84519 -2.06901 -1.98021 0.4 -0.1 -0.2
H 6.93443 -3.01037 -0.91461 -0.1 0.2 0.2
H 4.11678 -3.90808 1.32927 -0.1 0.1 -0.2
H 5.82122 -4.09045 1.05730 0.1 0.0 -0.2
H 4.67237 -4.94817 -0.00366 0.0 0.0 -0.1
H 3.17483 -3.67759 -1.38194 0.1 0.0 -0.1
H 3.60596 -2.04134 -1.87187 0.1 0.1 0.1
H 2.19802 -3.08816 0.56001 -0.5 0.3 0.2
H 1.73540 -1.60157 -0.33556 0.2 0.1 0.3
H 3.42188 -1.79736 2.07745 0.3 -0.1 0.0
H 3.24850 -0.38496 1.03277 0.2 0.0 0.3
H 5.67110 -1.63149 1.20655 0.3 0.0 -0.3
H 5.12990 -0.78782 -0.27708 0.0 0.1 0.1
Br -0.47913 0.35972 -0.28862 -0.1 -0.2 0.0
```
Forces are in eV/Å.

- relative energy (zero: lowest compared OMol25 entry of this formula, charge and spin) (kcal/mol) = 21.87
- charge = +4

| no. | molar mass (u) | HOMO-LUMO gap (eV) | energy (eV) |
| --- | --- | --- | --- |
| 1 | 1283.67 | 5.93 | -328348.257 |
| 2 | 431.64 | 9.16 | -68715.249 |
| 3 | 721.10 | 9.41 | -120400.023 |